DFT (ωB97M-V/def2-TZVPD) results for C18H23BrNO2PdSb2 as an isolated structure at a distorted geometry.

The geometry in XYZ format:
```
48
Properties=species:S:1:pos:R:3:forces:R:3
Pd -0.48998 -0.53209 0.39509 1.1 0.0 0.5
Br -2.17157 -3.38824 0.85744 -0.1 -0.1 0.0
C -0.49520 -3.73727 0.04367 0.0 0.1 0.0
C -0.18902 -5.03173 -0.31368 0.0 0.0 0.0
C 1.04859 -5.24498 -0.90051 0.0 0.0 0.0
C 1.90294 -4.17560 -1.08681 0.0 0.0 0.0
C 1.49942 -2.90972 -0.68610 0.2 0.0 0.0
N 0.30885 -2.69530 -0.13235 -0.6 -0.1 -0.1
C 2.38170 -1.69496 -0.96052 -0.1 0.1 0.0
O 2.22242 -1.39730 -2.34052 0.0 0.2 0.1
O 1.88942 -0.53067 -0.26488 -0.5 -0.1 -0.4
H -0.88913 -5.83458 -0.14088 0.0 0.0 0.0
H 1.33944 -6.24068 -1.20727 0.0 0.0 0.0
H 2.86593 -4.31693 -1.55331 0.0 0.0 0.0
C 3.35049 1.42379 -2.20559 -0.1 -0.1 0.0
Sb 1.46420 0.42856 -2.02911 0.2 0.0 0.1
C 3.83416 -1.91532 -0.59473 0.0 0.0 0.0
C 0.15098 1.03429 1.52835 -0.1 0.3 0.0
C -0.05072 2.34028 0.86888 0.1 0.0 -0.1
C 0.98183 2.90686 0.11847 0.0 0.1 -0.1
C 0.78013 4.07128 -0.61213 -0.1 0.0 0.0
C -0.46867 4.67940 -0.59731 0.0 -0.1 0.1
C -1.49108 4.14504 0.18145 0.1 0.2 0.0
C -1.28974 3.00172 0.93935 -0.1 -0.2 0.0
C -2.36149 2.39205 1.79013 0.3 0.0 0.0
Sb -2.68974 0.39678 1.09973 -0.3 -0.2 -0.2
C -3.78559 -0.46582 2.70087 0.0 0.0 0.0
C -4.17666 0.52788 -0.40707 0.0 0.0 0.0
H 3.26979 2.41873 -2.63940 -0.1 0.0 0.0
H 3.96907 0.79388 -2.84632 0.0 0.0 0.0
H 3.81301 1.48632 -1.22011 0.0 0.0 0.0
H 4.38443 -0.99308 -0.77243 0.0 0.0 0.0
H 4.27432 -2.69968 -1.20761 0.0 0.0 0.0
H 3.92429 -2.18604 0.45748 0.0 0.0 0.0
H 1.20573 0.76111 1.57313 -0.1 -0.1 0.0
H -0.28815 0.98366 2.52196 0.1 -0.1 0.1
H 1.97215 2.46093 0.15955 0.0 -0.1 0.0
H 1.59392 4.50647 -1.17736 0.0 0.0 0.0
H -0.64311 5.58226 -1.16614 0.0 0.0 0.0
H -2.45313 4.64267 0.21697 0.0 0.0 0.0
H -3.28545 2.96133 1.85602 0.0 0.1 -0.2
H -1.98106 2.23205 2.80065 -0.1 0.1 0.1
H -4.66443 0.15185 2.88115 0.0 0.0 0.0
H -3.16685 -0.49240 3.59565 0.0 0.0 0.0
H -4.10129 -1.47824 2.45964 0.0 0.0 -0.1
H -5.06820 0.99081 0.01281 0.0 0.0 0.0
H -4.41383 -0.47725 -0.75093 0.0 0.0 0.0
H -3.81309 1.11790 -1.24537 0.0 0.0 0.0
```
Positions in Å, forces in eV/Å.

Properties
F_max: 1.203 eV Å⁻¹
HOMO level: -11.3 eV
DFT total energy: -111215.5764 eV
HOMO-LUMO gap: 7.88 eV
LUMO: -3.449 eV
molar mass: 715.2 g/mol
net charge: +1

=====

DFT (ωB97M-V/def2-TZVPD) results for C4H10BNO as an isolated structure at a distorted geometry.

The geometry in XYZ format:
```
17
Properties=species:S:1:pos:R:3:forces:R:3
B 0.32433 0.36206 0.18176 2.3 3.6 0.7
C -2.04481 0.34104 -0.75847 2.9 -2.7 -1.1
C -2.07252 -0.45077 0.53060 -0.1 -1.0 -1.7
C -1.14715 0.77486 0.37357 0.5 -4.4 -2.0
C 2.50002 -0.71607 -0.11128 -0.7 -4.9 -1.9
N 1.00001 -0.82003 0.17242 1.8 1.4 -1.4
O 1.61985 1.83628 0.11564 -1.6 -5.5 -2.7
H -1.66251 -0.11298 -1.72789 0.4 0.3 1.6
H -2.85704 0.82870 -1.08900 -3.0 2.2 -0.1
H -3.06237 -0.49835 0.92832 -0.3 0.8 1.0
H -1.73456 -1.51536 0.47156 0.4 1.2 0.1
H -1.33933 1.61500 0.86829 -1.0 3.3 1.9
H 2.87969 -1.52051 0.57988 0.4 1.1 -0.8
H 2.78074 -1.03625 -1.25083 -1.0 0.5 2.6
H 2.93633 0.22463 -0.00971 0.0 1.4 0.8
H 0.55410 -1.70074 -0.03666 0.2 0.0 0.2
H 1.32523 2.38850 0.76180 -1.4 2.6 2.8
```
Positions in Å, forces in eV/Å.

Properties
F_max: 6.330 eV Å⁻¹
HOMO level: -9.6 eV
DFT total energy: -8522.1606 eV
HOMO-LUMO gap: 10.25 eV
LUMO: 0.649 eV
molar mass: 98.9 g/mol
net charge: 0

=====

DFT (ωB97M-V/def2-TZVPD) results for C23H20BF6N6O6S as an isolated structure at a distorted geometry.

The geometry in XYZ format:
```
63
Properties=species:S:1:pos:R:3:forces:R:3
C -3.51441 3.92524 -0.92875 -0.6 0.6 0.5
C -2.56568 2.82783 -1.15431 1.1 -1.0 -0.3
C -2.20248 2.23182 -2.33756 -0.5 0.0 1.1
C -1.26771 1.18426 -2.19580 1.3 0.5 1.5
C -0.74500 1.12723 -0.89029 -2.5 1.9 -2.2
B -0.20060 -0.74326 -0.07939 0.1 -2.2 -0.1
C 0.57863 0.69703 -0.48438 3.4 -0.2 1.2
C 1.22668 1.44034 0.63822 -0.7 -0.8 -0.7
C 2.24721 2.32230 0.38922 1.4 0.3 -1.0
C 2.73290 3.27055 1.45787 0.2 0.1 0.7
F 3.72950 4.10642 1.02767 -0.8 -0.7 0.4
F 1.71945 4.07113 1.89956 0.6 -0.4 -0.2
F 3.21343 2.61308 2.56032 -0.4 0.5 -0.8
C 2.89595 2.37061 -0.85930 -0.4 0.3 -0.1
C 2.48583 1.42958 -1.83239 0.3 -0.3 -0.1
C 3.13301 1.44451 -3.20547 0.2 -0.3 0.0
F 2.83414 0.31603 -3.91791 0.4 1.1 0.4
F 2.66205 2.51476 -3.93136 0.5 -0.8 0.4
F 4.49213 1.55552 -3.16027 -1.1 0.0 -0.2
C 1.48365 0.52611 -1.60594 -0.1 1.4 -0.4
O -0.86788 -0.71448 1.14101 -0.4 0.2 -0.2
C -2.31471 -0.88798 1.24084 1.4 -0.1 0.3
C -2.99736 -1.54949 0.03889 -0.1 -0.7 -0.9
C -3.78739 -2.76535 0.52882 0.1 -0.3 0.2
C -3.97081 -0.58611 -0.64366 -0.1 0.2 0.0
C -2.00336 -2.11103 -1.04349 0.6 0.1 0.0
O -0.77762 -1.37726 -1.20345 -0.2 -0.3 0.6
S -1.65282 2.12359 0.17399 -0.4 1.0 -0.9
H -3.96451 4.28695 -1.85393 0.1 -0.2 -0.1
H -4.32696 3.58822 -0.27700 0.0 0.2 0.0
H -3.03104 4.78448 -0.44564 -0.1 -0.1 0.0
H -2.58777 2.57233 -3.27247 -0.3 0.0 -0.5
H -0.84060 0.60317 -3.00356 -0.1 0.2 0.0
H 0.85285 1.33789 1.64698 -0.4 0.1 0.0
H 3.66438 3.12195 -1.09620 -0.5 -0.6 0.3
H 1.22876 -0.19518 -2.36866 -0.1 0.0 0.0
H -2.42542 -1.46769 2.16150 -0.2 -0.1 -0.2
H -2.71292 0.10889 1.42929 -0.2 -0.1 -0.1
H -4.30003 -3.26232 -0.31035 0.1 0.2 0.2
H -3.07786 -3.47764 0.97284 -0.4 0.1 0.0
H -4.52826 -2.47409 1.28968 0.1 -0.1 -0.2
H -4.58915 -1.12617 -1.38566 0.3 0.2 0.3
H -4.63679 -0.12947 0.10580 0.1 -0.1 -0.3
H -3.42152 0.20987 -1.15814 -0.2 -0.1 0.1
H -1.70942 -3.15586 -0.81644 -0.4 0.7 -0.1
H -2.46635 -2.09619 -2.04420 -0.2 0.1 0.4
O 2.27571 -3.39417 4.85346 -0.3 0.9 -1.4
N 2.57546 -2.34228 4.28375 0.4 0.3 0.8
O 3.34937 -1.53237 4.81985 -0.8 -0.4 -0.9
C 2.09502 -2.02843 2.90828 1.8 1.1 1.0
C 2.85575 -1.16067 2.13268 0.2 -1.1 1.2
C 2.71937 -1.19570 0.74452 -1.2 0.8 -1.3
N 3.82062 -0.90237 -0.10049 1.0 1.0 -0.8
O 4.80988 -0.27362 0.33498 -1.3 -0.8 -0.2
O 3.75150 -1.29248 -1.28490 0.6 0.3 1.1
C 1.52918 -1.71960 0.06725 0.1 -1.2 0.4
N 0.96918 -2.70284 0.93491 -1.3 -1.6 1.0
N -0.14183 -3.41344 0.62706 -0.6 0.2 -0.1
N -0.75000 -3.75434 1.71891 2.5 0.0 0.2
N 0.01540 -3.39663 2.80348 -0.1 0.4 -1.1
C 1.05614 -2.72919 2.27934 -1.5 -1.2 0.7
H 3.64719 -0.60876 2.63165 0.1 -0.2 -0.3
H 1.72796 -2.14524 -0.95128 -0.5 0.8 0.9
```
Positions in Å, forces in eV/Å.

Properties
F_max: 3.836 eV Å⁻¹
HOMO level: -4.4 eV
DFT total energy: -73212.4560 eV
HOMO-LUMO gap: 5.05 eV
LUMO: 0.669 eV
molar mass: 633.3 g/mol
net charge: -1